Record 1
Entry from the Open Molecules 2025 dataset: a cluster of 3 separate species, C4H5Cl in total at a distorted geometry (ωB97M-V with the def2-TZVPD basis set).

Last column: natural (NBO) charge in e.
Positions of all 10 atoms, in Å:
H1 -0.014 -1.013 -1.287  0.193
H2 2.415 2.658 -0.336  0.296
C1 1.645 1.912 -0.358  -0.812
C2 -1.669 -1.047 0.265  -0.279
H3 -2.642 -0.629 -0.332  0.256
C3 2.231 0.808 -0.166  0.241
C4 -0.428 -1.337 0.106  -0.366
Cl1 -2.382 -1.713 1.669  -0.034
H4 0.684 2.264 -0.343  0.273
H5 0.160 -1.905 0.782  0.232

Calculated values
Relative energy (zero: lowest compared OMol25 entry of this formula, charge and spin) ... 557.0 kJ/mol
Orbital gap ... 9.746 eV

=====

Record 2
Entry from the Open Molecules 2025 dataset: a cluster of 2 separate species, C4H5Cl2NO in total at a distorted geometry (ωB97M-V with the def2-TZVPD basis set).

Last column: natural (NBO) charge in e.
Positions of all 13 atoms, in Å:
C1 -1.067 -1.308 -0.110  0.404
H1 1.566 -1.669 -0.084  0.238
N1 0.357 1.714 1.134  -0.656
C2 -0.049 -0.351 -0.634  -0.106
H2 1.843 0.060 0.457  0.253
C3 1.422 -0.569 -0.306  -0.680
C4 -0.664 1.366 0.513  0.182
H3 0.379 2.613 1.674  0.375
O1 -0.962 -2.040 0.805  -0.496
Cl1 -2.626 -1.265 -0.817  -0.050
H4 2.080 -0.361 -1.044  0.217
Cl2 -2.121 1.944 0.083  0.115
H5 -0.160 -0.135 -1.673  0.206

Calculated values
Relative energy (zero: lowest compared OMol25 entry of this formula, charge and spin) ... 86.6 kJ/mol
Orbital gap (spin up / spin down) ... 7.187 / 7.331 eV
Spin multiplicity ... 3

=====

Record 3
Entry from the Open Molecules 2025 dataset: an isolated molecule of C4H5Cl3NP at a distorted geometry (ωB97M-V with the def2-TZVPD basis set).

Last column: natural (NBO) charge in e.
Positions of all 14 atoms, in Å:
H1 -0.574 0.905 1.062  0.207
N1 1.685 1.631 -0.954  -0.723
C1 -1.943 -0.462 0.068  -0.621
P1 1.853 2.032 0.548  1.015
C2 1.790 0.336 -0.077  -0.312
H2 -1.859 -0.929 -0.860  0.218
H3 -0.631 1.204 -0.744  0.249
C3 -0.686 0.372 0.072  -0.434
Cl1 3.362 -0.418 -0.126  0.017
Cl2 0.603 -1.653 1.533  -0.086
H4 -2.694 0.221 0.156  0.214
C4 0.586 -0.534 -0.040  0.002
Cl3 0.462 -1.502 -1.491  0.030
H5 -1.953 -1.203 0.852  0.224

Calculated values
Relative energy (zero: lowest compared OMol25 entry of this formula, charge and spin) ... 80.1 kJ/mol
Structure (SMILES) ... CCC(Cl)(Cl)[C@@]1(Cl)N=P1
Orbital gap ... 8.653 eV